[1]
C22H9Cl5F4N4OPt as an isolated structure, computed with ωB97M-V/def2-TZVPD.

Structure (XYZ):
```
46
Properties=species:S:1:pos:R:3:forces:R:3:mulliken_spin:R:1
Pt -0.289 0.924 -0.369 0.4 0.3 0.0 0.531
Cl 0.942 1.184 2.601 -0.1 -0.1 -0.1 -0.001
C -0.188 -0.107 2.359 0.1 0.0 0.1 0.002
C -0.750 -0.317 1.108 -0.1 0.0 -0.1 -0.001
C -1.655 -1.351 0.927 -0.1 -0.1 -0.1 -0.017
Cl -2.357 -1.618 -0.630 0.1 0.1 0.1 -0.001
C -2.000 -2.183 1.991 0.0 0.0 0.0 -0.001
Cl -3.108 -3.471 1.754 0.0 0.0 0.0 0.000
C -1.434 -1.968 3.245 0.0 0.0 0.1 0.001
Cl -1.854 -2.988 4.561 0.0 0.0 0.0 0.000
C -0.526 -0.927 3.434 0.0 0.0 0.0 0.001
Cl 0.172 -0.662 4.980 0.0 0.0 0.0 0.000
F 0.164 -2.378 -2.455 0.1 -0.1 0.1 -0.004
C 0.967 -3.430 -2.230 -0.2 0.1 -0.1 -0.032
C 0.430 -4.687 -2.343 -0.2 0.0 0.0 0.096
F -0.863 -4.785 -2.648 0.1 0.0 0.0 0.009
C 1.210 -5.849 -2.194 0.0 0.0 0.0 -0.042
C 2.581 -5.618 -1.962 0.1 -0.1 0.0 0.096
C 3.106 -4.354 -1.848 0.1 0.0 0.1 -0.038
F 4.409 -4.239 -1.583 -0.1 0.0 0.0 -0.004
C 2.315 -3.206 -1.950 0.2 0.0 0.0 0.108
C 2.840 -1.855 -1.781 0.1 0.0 0.1 0.118
C 2.034 -0.901 -1.236 0.3 0.1 -0.2 0.008
N 1.360 -0.066 -0.774 -0.6 -0.2 0.1 0.023
C 4.171 -1.470 -2.119 -0.2 -0.1 0.0 -0.010
N 5.233 -1.123 -2.399 0.0 0.0 0.0 0.044
F 3.407 -6.650 -1.804 -0.1 0.1 0.0 0.010
C 0.647 -7.162 -2.253 -0.1 -0.2 0.0 0.409
C 1.433 -8.348 -2.270 -0.1 0.2 0.0 -0.034
N 2.013 -9.343 -2.308 0.0 0.0 0.0 0.202
C -0.757 -7.395 -2.275 0.2 0.1 0.0 -0.036
N -1.885 -7.631 -2.259 0.0 0.0 0.0 0.200
C -1.804 4.112 0.674 -0.1 0.0 0.1 0.031
C -1.725 3.259 -0.582 0.1 -0.2 0.0 -0.016
C -2.852 3.577 -1.548 0.0 -0.1 0.0 0.016
C -0.346 3.417 -1.249 -0.1 -0.1 0.0 -0.022
O -1.899 1.883 -0.168 0.2 0.2 0.1 0.342
H -1.659 5.163 0.418 0.0 0.0 0.0 0.002
H -1.034 3.810 1.387 0.0 0.0 0.0 -0.007
H -2.779 3.994 1.145 0.0 0.0 0.0 0.003
H -2.813 4.629 -1.828 0.0 0.0 0.0 0.001
H -3.814 3.370 -1.079 0.0 0.0 0.0 0.001
H -2.773 2.968 -2.450 0.0 0.0 0.0 -0.003
H -0.309 4.303 -1.884 0.0 0.0 0.0 -0.001
H -0.138 2.579 -1.951 0.0 0.0 0.0 0.007
H 0.452 3.506 -0.512 0.0 0.0 0.0 0.005
```
Forces are in eV/Å.

## Properties
<S²>	2.045
HOMO energy (alpha / beta)	-8.271 / -8.737	eV
multiplicity	3
gap between HOMO and LUMO (alpha / beta)	6.9 / 5.0	eV
relative energy (zero: lowest compared OMol25 entry of this formula, charge and spin)	0.0	kJ/mol

[2]
C23H10F15GeIrO2S2Se2 as an isolated structure, computed with ωB97M-V/def2-TZVPD.

Structure (XYZ):
```
56
Properties=species:S:1:pos:R:3:forces:R:3:mulliken_spin:R:1
Ir -0.136 -1.355 -1.811 0.1 -0.1 0.2 1.999
O -5.428 -1.251 0.291 0.0 0.0 0.0 0.000
C -5.153 -2.573 -0.175 0.0 0.0 0.0 0.000
C -3.729 -2.675 -0.745 0.0 0.0 0.0 -0.064
C -3.715 -4.069 -1.404 0.0 0.0 0.0 -0.001
O -2.468 -4.686 -1.571 0.1 0.0 0.0 0.008
C -3.569 -1.549 -1.782 0.0 0.0 0.1 0.050
Se -2.246 -1.800 -3.214 -0.1 -0.1 -0.2 0.283
C -2.780 -2.541 0.458 0.0 0.0 0.0 0.046
Se -0.813 -2.513 0.258 0.0 0.1 0.0 0.317
H -6.305 -1.251 0.681 0.0 0.0 0.0 0.000
H -5.867 -2.846 -0.965 0.0 0.0 0.0 -0.002
H -5.257 -3.289 0.650 0.0 0.0 0.0 0.002
H -4.240 -3.979 -2.368 0.0 0.0 0.0 0.000
H -4.295 -4.757 -0.775 0.0 0.0 0.0 0.001
H -1.884 -4.059 -2.036 -0.1 0.0 0.0 0.006
H -3.356 -0.611 -1.270 0.0 0.0 0.0 -0.020
H -4.522 -1.421 -2.302 0.0 0.0 0.0 0.013
H -2.971 -3.377 1.138 0.0 0.0 0.0 0.001
H -3.053 -1.624 0.980 0.0 0.0 0.0 -0.014
F 2.496 -1.272 1.088 0.0 0.0 0.0 0.003
C 3.160 -0.923 -0.020 0.0 0.1 0.0 -0.149
C 2.806 0.206 -0.739 0.0 0.0 0.1 0.125
C 3.552 0.465 -1.875 -0.1 0.0 0.0 0.003
F 3.275 1.547 -2.622 0.0 0.0 0.0 -0.004
C 4.596 -0.337 -2.288 0.1 0.0 -0.1 0.025
F 5.301 -0.048 -3.394 -0.1 0.0 0.1 -0.003
C 4.920 -1.453 -1.543 0.1 -0.1 0.0 0.024
F 5.934 -2.245 -1.925 -0.1 0.1 0.0 0.002
C 4.203 -1.747 -0.401 0.0 0.0 0.0 -0.014
F 4.526 -2.828 0.322 0.0 0.0 0.0 -0.001
Ge 1.189 1.310 -0.436 0.0 -0.1 0.0 0.142
S -0.174 1.137 -2.058 0.0 0.0 0.0 0.140
C 1.825 3.203 -0.119 0.1 0.1 0.0 0.010
C 0.858 4.170 0.102 -0.1 -0.1 0.0 -0.013
F -0.440 3.827 0.122 0.1 0.1 0.0 0.002
C 1.155 5.502 0.331 -0.1 0.1 0.0 -0.003
F 0.186 6.410 0.542 0.1 -0.1 0.0 0.000
C 2.478 5.903 0.352 0.0 0.2 0.0 0.000
F 2.792 7.192 0.575 -0.1 -0.2 0.0 0.000
C 3.475 4.968 0.155 0.1 0.1 0.0 0.002
F 4.761 5.359 0.190 -0.1 0.0 0.0 0.000
C 3.137 3.643 -0.069 0.0 -0.1 0.0 0.002
F 4.163 2.791 -0.215 -0.1 0.1 0.0 0.000
C 0.506 0.981 1.403 0.0 0.0 0.0 0.006
C 1.399 0.978 2.458 0.1 0.0 -0.1 0.008
F 2.705 1.232 2.226 -0.1 0.0 0.0 0.001
C 1.030 0.729 3.764 0.0 0.0 0.1 -0.006
F 1.935 0.725 4.762 -0.1 0.0 -0.1 0.000
C -0.302 0.489 4.044 0.0 0.0 0.2 0.000
F -0.690 0.247 5.310 0.1 0.0 -0.2 0.000
C -1.234 0.523 3.026 -0.2 0.0 0.0 -0.006
F -2.528 0.312 3.314 0.2 0.0 0.0 0.001
C -0.827 0.777 1.725 -0.1 0.0 -0.1 -0.041
F -1.788 0.851 0.805 0.1 -0.1 0.1 0.001
S 1.408 -2.398 -2.949 0.1 0.0 -0.1 1.120
```
Forces are in eV/Å.

## Properties
<S²>	6.021
HOMO energy (alpha / beta)	-0.473 / -1.199	eV
total charge	-2
multiplicity	5
gap between HOMO and LUMO (alpha / beta)	4.5 / 5.2	eV
relative energy (zero: lowest compared OMol25 entry of this formula, charge and spin)	6.0	kJ/mol

[3]
C23H11Cl5F2MnNSe as an isolated structure in a non-equilibrium geometry, computed with ωB97M-V/def2-TZVPD.

Structure (XYZ):
```
44
Properties=species:S:1:pos:R:3:forces:R:3:mulliken_spin:R:1
Mn 0.554 0.538 1.054 0.0 0.0 -3.5 1.089
F -1.053 -4.471 0.154 0.0 0.0 0.0 -0.001
C -1.377 -3.200 0.395 0.0 0.1 0.0 -0.003
C -0.371 -2.248 0.407 0.3 0.0 0.0 -0.024
C -0.706 -0.932 0.660 0.3 0.4 0.3 -0.121
C -2.048 -0.559 0.861 0.0 0.2 0.0 0.034
C -3.010 -1.565 0.857 0.0 -0.1 -0.1 -0.001
F -4.296 -1.257 1.081 0.0 0.0 0.0 -0.001
C -2.702 -2.889 0.631 -0.1 0.0 0.0 0.004
C -2.305 0.875 1.034 0.1 -0.1 -0.1 -0.022
C -3.540 1.513 1.108 -0.1 0.1 0.0 0.002
C -3.585 2.890 1.231 0.0 -0.1 0.0 -0.003
C -2.405 3.623 1.265 0.0 0.0 0.0 -0.002
C -1.216 2.936 1.178 0.0 0.0 0.1 -0.014
N -1.167 1.602 1.069 -0.2 0.0 0.5 0.010
H 0.650 -2.556 0.216 0.0 0.0 0.1 -0.001
H -3.470 -3.649 0.645 0.0 0.0 0.0 0.000
H -4.451 0.940 1.066 0.0 0.0 0.0 0.001
H -4.542 3.391 1.297 0.0 0.0 0.0 0.000
H -2.406 4.700 1.348 0.0 0.0 0.0 0.000
H -0.267 3.460 1.193 0.0 0.0 0.0 0.001
Cl 0.693 0.722 3.305 0.0 0.1 1.3 0.003
C 2.283 0.101 2.837 0.3 -0.1 -0.1 0.004
C 2.250 -0.349 1.537 -0.3 0.3 0.6 -0.038
C 3.438 -0.848 1.031 -0.1 -0.2 -0.2 -0.005
Cl 3.479 -1.403 -0.602 0.0 0.0 0.0 0.003
C 4.585 -0.898 1.824 0.0 0.0 0.0 -0.009
Cl 6.033 -1.566 1.201 0.0 0.0 0.0 -0.001
C 4.564 -0.388 3.132 0.0 0.0 0.0 0.014
Cl 5.978 -0.406 4.090 0.0 0.0 0.0 0.002
C 3.386 0.145 3.662 0.0 0.0 0.1 -0.008
Cl 3.300 0.818 5.231 0.0 0.0 0.0 -0.001
Se 1.247 1.147 -0.985 0.2 -0.3 0.9 0.069
C 0.662 0.506 -2.648 -0.4 -0.2 0.2 -0.003
C -0.307 -0.499 -2.745 0.1 0.2 -0.1 0.005
C -0.680 -0.944 -3.999 0.0 0.0 -0.1 -0.007
C -0.095 -0.396 -5.137 0.0 0.0 0.0 0.018
C 0.872 0.599 -5.031 -0.1 -0.1 -0.1 -0.007
C 1.258 1.058 -3.786 0.0 0.0 0.2 0.013
H -0.748 -0.912 -1.850 0.0 0.0 0.0 0.002
H -1.425 -1.723 -4.094 0.0 0.0 0.0 0.000
H -0.397 -0.746 -6.115 0.0 0.0 0.0 0.001
H 1.326 1.011 -5.922 0.0 0.0 0.0 0.000
H 2.012 1.828 -3.684 0.0 0.0 0.0 0.000
```
Forces are in eV/Å.

## Properties
<S²>	0.791
HOMO energy (alpha / beta)	-11.775 / -11.725	eV
total charge	+1
multiplicity	2
gap between HOMO and LUMO (alpha / beta)	6.0 / 6.0	eV

[4]
C23H12Cl5I2N3O2Pb as an isolated structure, computed with ωB97M-V/def2-TZVPD.

Structure (XYZ):
```
48
Properties=species:S:1:pos:R:3:forces:R:3:nbo_charge:R:1
Pb 0.489 -0.100 -0.295 0.1 0.4 0.2 1.355
O -0.181 -2.987 7.224 -0.7 -0.2 0.0 -0.517
C -1.187 -3.457 6.871 0.3 -0.2 -0.6 1.030
O -2.146 -3.941 6.419 0.4 0.4 0.5 -0.506
C -0.920 -1.993 4.252 0.0 0.0 -0.1 0.293
C -1.823 -2.119 3.232 0.1 0.0 0.3 -0.330
C -1.445 -1.502 2.046 0.3 0.2 -0.3 0.286
N -0.290 -0.825 1.958 0.1 0.0 0.0 -0.534
C 0.539 -0.690 3.007 -0.1 0.1 -0.4 0.177
C 0.262 -1.302 4.221 -0.3 -0.2 0.1 -0.313
C 1.740 0.174 2.810 -0.2 -0.1 -0.2 0.246
C 2.558 0.558 3.856 0.1 0.0 0.2 -0.216
C 3.641 1.384 3.602 0.1 0.0 0.1 -0.109
C 3.879 1.814 2.307 0.0 0.0 0.0 -0.217
C 3.013 1.398 1.315 -0.1 -0.1 0.0 0.055
N 1.969 0.600 1.564 0.2 0.1 -0.2 -0.553
C -2.319 -1.500 0.831 0.2 0.1 0.1 0.138
C -3.520 -2.181 0.776 -0.2 -0.1 0.0 -0.194
C -4.307 -2.076 -0.362 -0.1 -0.1 0.0 -0.106
C -3.878 -1.290 -1.419 -0.1 0.0 0.0 -0.216
C -2.657 -0.659 -1.300 0.1 0.1 0.0 0.066
N -1.900 -0.765 -0.203 0.1 0.0 -0.3 -0.513
H -2.761 -2.645 3.339 0.1 0.0 0.1 0.264
H 0.930 -1.242 5.070 -0.1 0.0 0.0 0.267
H 2.359 0.236 4.868 0.0 0.0 0.0 0.242
H 4.289 1.692 4.413 0.0 0.0 0.0 0.255
H 4.711 2.461 2.065 0.0 0.0 0.0 0.257
H 3.153 1.715 0.285 0.0 0.0 0.1 0.222
H -3.861 -2.791 1.599 0.0 0.0 0.0 0.242
H -5.250 -2.603 -0.416 0.0 0.0 0.0 0.255
H -4.470 -1.169 -2.316 0.0 0.0 0.0 0.258
H -2.275 -0.032 -2.101 0.0 0.0 0.1 0.215
Cl -0.944 2.354 0.840 0.0 0.1 0.0 0.074
C 0.132 2.978 -0.375 0.0 -0.2 0.0 -0.009
C 0.847 2.080 -1.143 -0.4 -0.1 0.3 -0.337
C 1.698 2.517 -2.133 0.1 -0.2 -0.1 -0.105
Cl 2.595 1.393 -3.096 -0.1 0.1 0.1 0.061
C 1.853 3.888 -2.344 0.0 0.0 -0.1 -0.082
Cl 2.917 4.451 -3.550 0.0 0.0 -0.1 0.127
C 1.137 4.798 -1.559 0.0 0.0 0.0 -0.061
Cl 1.329 6.470 -1.805 0.0 0.0 0.0 0.137
C 0.267 4.344 -0.564 0.0 0.1 0.0 -0.124
Cl -0.607 5.440 0.406 0.0 0.1 0.0 0.121
I 0.476 -1.718 -3.226 0.0 -0.2 -0.1 0.292
C 2.505 -2.238 -2.873 -0.1 0.1 0.1 -0.706
I 3.301 -1.583 -1.010 0.1 -0.2 0.0 0.311
H 3.100 -1.788 -3.657 0.0 0.0 0.0 0.251
H 2.564 -3.317 -2.879 0.0 -0.1 0.0 0.253
```
Forces are in eV/Å.

## Properties
HOMO energy (alpha / beta)	-14.250 / -14.343	eV
total charge	+2
gap between HOMO and LUMO (alpha / beta)	7.8 / 5.6	eV
relative energy (zero: lowest compared OMol25 entry of this formula, charge and spin)	0.0	kJ/mol

[5]
A single C23H13Cl2F3N6 molecule in a non-equilibrium geometry, computed with ωB97M-V/def2-TZVPD.

Structure (XYZ):
```
47
Properties=species:S:1:pos:R:3:forces:R:3:nbo_charge:R:1
F -5.146 -4.241 3.895 1.1 1.2 0.4 -0.327
C -4.149 -3.294 4.000 -0.3 0.3 -0.8 0.985
F -3.010 -3.926 3.725 0.3 -0.3 1.0 -0.318
F -4.145 -2.852 5.357 0.1 -0.7 -3.1 -0.335
C -4.286 -2.198 2.830 -0.4 -1.0 2.8 -0.139
C -3.285 -1.941 1.883 -2.4 2.2 0.9 -0.165
C -3.503 -0.832 1.011 2.9 -1.6 -0.9 0.164
N -2.417 -0.420 0.072 -4.5 0.1 1.2 -0.573
C -1.103 -0.676 -0.009 0.4 -2.0 1.4 0.540
N -0.641 -1.838 0.385 1.2 -2.8 1.5 -0.508
C 0.711 -2.084 0.473 -3.1 6.1 -3.0 0.106
C 1.483 -0.985 -0.043 2.8 -3.0 0.9 -0.320
C 0.908 0.228 -0.474 -1.5 -1.6 1.2 0.242
C 1.537 1.465 -0.810 2.0 -2.3 -0.8 -0.160
C 2.724 1.513 -1.549 0.0 -7.2 -2.2 0.185
C 3.419 0.328 -2.320 0.2 1.3 1.2 -0.032
C 2.829 -0.397 -3.352 -0.2 -0.2 0.2 -0.206
C 3.450 -1.485 -3.965 1.8 0.4 0.7 -0.219
C 4.797 -1.776 -3.606 -1.9 0.1 0.6 -0.031
Cl 5.621 -2.994 -4.538 0.1 0.2 0.5 0.014
C 5.329 -1.115 -2.481 1.9 -0.4 -1.1 -0.243
C 4.737 -0.011 -1.944 -1.6 0.7 0.4 -0.189
N 3.223 2.633 -1.663 2.7 5.1 -1.3 -0.239
N 2.396 3.444 -1.047 -0.6 2.0 2.0 -0.005
N 2.646 4.808 -0.923 -3.2 -0.6 0.8 -0.160
C 1.651 5.393 -0.239 1.4 -1.1 0.9 0.019
C 0.612 4.696 0.580 0.5 3.1 0.2 -0.253
C 0.398 3.417 0.431 0.7 -2.6 -0.8 -0.167
C 1.372 2.727 -0.422 -2.0 2.4 0.7 0.124
N -0.411 0.326 -0.422 0.9 2.3 -0.9 -0.496
C -4.721 -0.183 1.009 -0.4 0.2 -0.3 -0.228
C -5.718 -0.558 1.920 1.7 0.5 -0.2 -0.202
C -5.468 -1.476 2.903 -0.4 -0.5 -1.0 -0.034
Cl -6.809 -1.803 3.978 0.5 0.0 0.1 0.022
H -2.346 -2.340 2.059 1.6 -1.0 -0.4 0.251
H -2.594 0.479 -0.326 -0.3 0.4 -0.2 0.397
H 1.041 -2.995 0.853 0.6 -1.3 0.5 0.212
H 2.588 -1.293 -0.052 -1.4 1.5 -0.2 0.233
H 1.865 -0.137 -3.754 -0.4 0.2 0.3 0.222
H 2.922 -2.071 -4.702 0.2 0.1 -0.2 0.230
H 6.327 -1.266 -2.054 -0.2 -0.6 -0.8 0.229
H 5.319 0.589 -1.230 -0.6 -0.3 -0.1 0.230
H 1.751 6.468 -0.115 0.1 -0.2 -0.2 0.210
H 0.042 5.194 1.405 0.6 0.2 -1.3 0.234
H -0.432 2.918 0.962 0.9 -0.1 -0.4 0.247
H -4.887 0.624 0.287 -0.1 -0.3 0.3 0.223
H -6.628 -0.062 2.021 -1.4 1.0 -0.5 0.228
```
Forces are in eV/Å.

## Properties
HOMO energy	-8.498	eV
gap between HOMO and LUMO	8.3	eV
SMILES	FC(F)(F)c1cc(Nc2nccc(-c3c(-c4ccc(Cl)cc4)nn4ncccc34)n2)ccc1Cl
relative energy (zero: lowest compared OMol25 entry of this formula, charge and spin)	254.7	kJ/mol